No. 1
The following is a DFT calculation (ωB97M-V/def2-TZVPD) of 4 unconnected molecules or ions with the total composition C26H53NO19P5 in a non-equilibrium geometry.

Cartesian coordinates (Å):
C 6.38069 -1.86784 5.73293
P 6.36788 -1.30545 3.97380
C 8.03741 -1.39026 3.20890
O 5.22157 -2.15181 3.04360
C 3.91937 -1.80700 3.29394
O 3.15175 -2.67870 3.60110
C 3.34788 -0.39662 3.13956
C 3.84860 0.73619 3.78837
C 3.29331 2.00272 3.60558
C 3.91490 3.16880 4.36200
C 3.49375 4.57006 3.85271
C 3.55621 5.55818 5.06564
C 2.91593 6.91407 4.72727
O 1.56831 6.80256 4.25216
C 0.80719 5.95654 4.99604
O 0.04738 5.20397 4.44462
N 2.23753 2.11906 2.81470
C 1.67458 1.06112 2.17776
P 0.15769 1.34116 1.12113
C -1.25120 0.94999 2.29925
O 0.04294 2.95839 0.77742
C 2.20137 -0.20651 2.30373
C 1.57128 -1.39989 1.58216
C 2.58651 -1.91175 0.50522
C 2.16554 -1.45174 -0.90087
O 2.71672 -0.50991 -1.41949
O 1.17521 -2.15824 -1.49846
H 5.33048 -1.97132 6.06335
H 6.85255 -2.84778 5.90341
H 6.80649 -1.07283 6.36189
H 7.90410 -1.13100 2.14394
H 8.49275 -2.39275 3.22375
H 8.68491 -0.61154 3.63110
H 4.69962 0.64265 4.45993
H 3.61076 3.05181 5.41684
H 5.00785 3.05799 4.31588
H 2.45714 4.60526 3.48251
H 4.15313 4.90500 3.03740
H 3.09503 5.05632 5.93544
H 4.62317 5.65386 5.33442
H 3.01749 7.57068 5.60756
H 3.50049 7.35102 3.90419
H 0.83875 5.94083 6.10352
H 1.78468 3.01937 2.65463
H -1.53644 -0.10474 2.21272
H -2.09548 1.64194 2.15216
H -0.87375 1.13512 3.31906
H -0.88941 3.23158 0.84781
H 0.61034 -1.13092 1.12399
H 1.34847 -2.19245 2.30892
H 3.59008 -1.48459 0.64516
H 2.70469 -3.00550 0.52461
H 1.32576 -2.14141 -2.45662
C -5.72887 0.63650 -0.13436
O -5.09332 1.90674 -0.42043
P -3.69432 1.85063 -1.37530
O -3.16797 3.14475 -0.79444
O -4.52855 2.07891 -2.75262
C -5.65791 2.94601 -2.79247
O -2.33291 1.47922 -2.26252
C -1.63646 2.56064 -2.87103
H -6.62570 0.82316 0.45089
H -6.00873 0.12957 -1.06126
H -5.05262 0.00340 0.44284
H -5.55164 3.78482 -2.10440
H -6.56384 2.38493 -2.56362
H -5.74479 3.33399 -3.80652
H -1.06809 3.11709 -2.12805
H -2.32119 3.22633 -3.39516
H -0.93797 2.12853 -3.58816
C 3.82980 -1.94563 -4.11253
O 3.36990 -3.11916 -4.81576
P 4.35154 -3.66942 -6.08329
O 3.26382 -4.33924 -6.85872
O 5.16566 -4.69822 -5.11155
C 4.48038 -5.47047 -4.13488
O 5.59716 -3.70661 -7.16945
C 5.68665 -4.85517 -8.00706
H 3.12895 -1.72844 -3.31254
H 4.81982 -2.12075 -3.68049
H 3.86872 -1.09193 -4.79015
H 3.47606 -5.74225 -4.46091
H 4.43311 -4.92105 -3.19339
H 5.05157 -6.38285 -3.96760
H 4.92794 -4.81935 -8.78633
H 5.58815 -5.77370 -7.42964
H 6.66899 -4.83235 -8.47871
C -11.22814 0.26368 -1.73165
O -9.98045 -0.30462 -2.18479
P -9.53289 -1.79574 -1.49451
O -8.06474 -1.53612 -1.73926
O -10.23614 -2.61432 -2.72070
C -10.20164 -2.11609 -4.05400
O -9.34476 -3.25078 -0.70122
C -8.28808 -4.09604 -1.13689
H -11.40058 1.18779 -2.27867
H -12.05669 -0.42394 -1.92431
H -11.17707 0.48756 -0.66531
H -9.28454 -1.56372 -4.25890
H -11.06940 -1.48249 -4.23681
H -10.25493 -2.96855 -4.73004
H -7.32792 -3.71826 -0.79071
H -8.28286 -4.19487 -2.22200
H -8.45637 -5.07585 -0.68901

Results
Total energy = -114647.63883 eV
Total charge = +1

Atomic partial charges in e from the Mulliken method, atoms 1 to 99: number 1, C, carries -0.94; number 2, P, carries 0.30; number 3, C, carries -1.05; number 4, O, carries -0.34; number 5, C, carries 0.16; number 6, O, carries -0.46; number 7, C, carries 1.10; number 8, C, carries -0.42; number 9, C, carries 0.04; number 10, C, carries -0.84; number 11, C, carries -0.22; number 12, C, carries -0.95; number 13, C, carries -0.68; number 14, O, carries -0.32; number 15, C, carries 0.14; number 16, O, carries -0.45; number 17, N, carries 0.14; number 18, C, carries 0.17; number 19, P, carries 0.30; number 20, C, carries -1.20; number 21, O, carries -0.53; number 22, C, carries 0.34; number 23, C, carries -1.70; number 24, C, carries -0.46; number 25, C, carries 0.31; number 26, O, carries -0.57; number 27, O, carries -0.47; number 28, H, carries 0.27; number 29, H, carries 0.36; number 30, H, carries 0.35; number 31, H, carries 0.30; number 32, H, carries 0.35; number 33, H, carries 0.35; number 34, H, carries 0.34; number 35, H, carries 0.39; number 36, H, carries 0.51; number 37, H, carries 0.12; number 38, H, carries 0.20; number 39, H, carries 0.38; number 40, H, carries 0.47; number 41, H, carries 0.38; number 42, H, carries 0.37; number 43, H, carries 0.39; number 44, H, carries 0.28; number 45, H, carries 0.28; number 46, H, carries 0.47; number 47, H, carries 0.41; number 48, H, carries 0.32; number 49, H, carries 0.49; number 50, H, carries 0.54; number 51, H, carries 0.31; number 52, H, carries 0.45; number 53, H, carries 0.43; number 54, C, carries -0.75; number 55, O, carries -0.33; number 56, P, carries 1.22; number 57, O, carries -0.68; number 58, O, carries -0.28; number 59, C, carries -0.58; number 60, O, carries -0.48; number 61, C, carries -0.52; number 62, H, carries 0.24; number 63, H, carries 0.39; number 64, H, carries 0.32; number 65, H, carries 0.33; number 66, H, carries 0.18; number 67, H, carries 0.27; number 68, H, carries 0.19; number 69, H, carries 0.26; number 70, H, carries 0.27; number 71, C, carries 0.08; number 72, O, carries -0.25; number 73, P, carries 1.09; number 74, O, carries -0.65; number 75, O, carries -0.31; number 76, C, carries -0.56; number 77, O, carries -0.45; number 78, C, carries -0.51; number 79, H, carries -0.66; number 80, H, carries 0.35; number 81, H, carries 0.38; number 82, H, carries 0.33; number 83, H, carries 0.17; number 84, H, carries 0.26; number 85, H, carries 0.24; number 86, H, carries 0.26; number 87, H, carries 0.24; number 88, C, carries -0.81; number 89, O, carries -0.25; number 90, P, carries 1.02; number 91, O, carries -0.60; number 92, O, carries -0.31; number 93, C, carries -0.57; number 94, O, carries -0.46; number 95, C, carries -0.46; number 96, H, carries 0.25; number 97, H, carries 0.37; number 98, H, carries 0.33; number 99, H, carries 0.28

No. 2
The following is a DFT calculation (ωB97M-V/def2-TZVPD) of a gas-phase ion, C5H8N3O3 (charge +1) in a non-equilibrium geometry.

Cartesian coordinates (Å):
C 3.31072 -0.09465 0.30539
C 2.44769 1.12864 0.16856
O 2.85541 2.23892 0.39678
O 1.13874 1.00767 -0.27927
C 0.58169 -0.27559 -0.33115
C -0.88815 -0.13979 -0.21086
N -1.56440 0.79464 0.34056
N -2.84833 0.38863 0.19880
O -3.83713 1.16386 0.68519
C -2.96489 -0.73853 -0.39924
N -1.71729 -1.10733 -0.69381
H 3.24718 -0.70938 -0.58483
H 2.95497 -0.69733 1.13304
H 4.31300 0.20078 0.52314
H 0.79835 -0.74616 -1.28341
H 0.89616 -0.92844 0.47571
H -3.39839 1.71595 1.35086
H -3.87348 -1.25673 -0.61153
H -1.45186 -1.94514 -1.18392

Results
Total charge = +1
ΔE to the lowest compared entry with this formula, charge and spin = 2.5454 eV
Structure (SMILES) = CC(=O)OCc1nn(O)c[nH+]1

Listed below, in e, are the Mulliken charges computed for each atom: number 1, C, carries -1.06; number 2, C, carries 0.75; number 3, O, carries -0.50; number 4, O, carries -0.29; number 5, C, carries -0.35; number 6, C, carries 0.06; number 7, N, carries -0.58; number 8, N, carries 0.78; number 9, O, carries -0.40; number 10, C, carries -0.16; number 11, N, carries -0.06; number 12, H, carries 0.35; number 13, H, carries 0.36; number 14, H, carries 0.31; number 15, H, carries 0.35; number 16, H, carries 0.35; number 17, H, carries 0.43; number 18, H, carries 0.45; number 19, H, carries 0.22